# 1
Entry from OMol25: a cluster of 5 separate species, C44H73Br2NO12 in total at a distorted geometry (ωB97M-V/def2-TZVPD).

Properties
- SMILES: C[C@H](Br)[C@H](Br)C1=C(OC[C@@H](C)O)C(=O)C(CCCCCCCCCCCCn2cccc2)=CC1=O.CCOC(C)=O.CCOC(C)=O.CCOC(C)=O.CCOC(C)=O
- M: 967.9 g/mol
- HOMO-LUMO gap: 6.535 eV

Geometry as ORCA input:
```
! RIJCOSX wB97M-V def2-TZVPD def2/J DEFGRID3
* xyz 0 1
Br 5.351 1.034 -1.969
Br 6.977 -0.137 2.200
O 10.931 2.441 -2.876
O -5.024 -1.723 4.868
O 11.215 0.802 -1.452
O 3.705 -4.357 2.777
O 10.813 2.918 -8.481
O 4.049 -1.458 0.689
O 1.502 -0.685 1.609
O 4.633 3.027 1.815
O 10.382 5.045 -8.766
O -13.016 -3.291 1.260
O -6.985 -2.617 4.490
O -10.889 -2.748 1.276
N -7.370 -2.795 0.701
C -7.936 -4.914 0.279
C -5.434 0.129 0.820
C 3.702 -0.173 0.930
C -0.677 1.563 1.204
C -11.497 -4.263 -0.439
C -6.172 -2.283 5.306
C -2.997 2.265 4.605
C -0.683 2.856 2.023
C -8.025 -3.884 1.207
C 4.252 -2.308 1.841
C 6.042 0.768 0.757
C 11.298 3.155 -4.065
C 10.431 3.552 -10.737
C 1.775 1.437 0.611
C 6.462 0.160 -0.581
C -7.192 -4.422 -0.826
C -7.270 -1.549 1.450
C 2.242 0.111 1.101
C -14.156 -3.858 0.614
C 2.641 2.445 0.683
C 3.998 2.200 1.221
C -11.769 -3.362 0.743
C 10.579 3.806 -9.255
C -0.661 2.670 3.548
C -6.893 -0.330 0.595
C 2.472 -3.765 0.751
C 7.922 0.457 -0.906
C 10.548 2.675 -5.288
C -3.088 -2.192 6.283
C -14.325 -5.328 0.939
C -4.242 2.011 3.728
C -5.361 1.499 1.517
C 3.097 -3.277 2.048
C -6.858 -3.107 -0.530
C 10.248 6.202 -9.599
C -4.045 -1.152 5.740
C 11.484 1.267 -2.527
C -4.014 1.734 2.251
C 8.826 6.392 -10.085
C 4.563 0.840 0.970
C 0.384 1.584 0.081
C 12.360 0.530 -3.514
C -6.365 -2.538 6.782
C -1.648 1.665 4.156
H -2.874 3.330 4.798
H 11.744 -0.191 -4.050
H 12.861 1.170 -4.235
H 8.144 6.449 -9.237
H -13.482 -5.918 0.580
H 11.039 4.191 -3.852
H -5.493 2.256 0.747
H -14.388 -5.467 2.018
H -4.861 1.220 4.155
H -3.218 1.827 5.581
H -4.857 2.913 3.773
H 11.127 2.765 -11.015
H 10.633 4.417 -11.363
H -12.357 -4.432 -1.083
H 9.473 2.746 -5.116
H -7.423 -2.430 7.006
H 1.625 -3.145 0.472
H -2.318 -1.717 6.891
H -6.162 1.559 2.254
H -1.164 1.286 5.059
H -6.937 -4.982 -1.708
H 3.194 -3.840 -0.057
H 2.343 -2.831 2.692
H -5.813 -1.863 7.431
H -8.498 -3.882 2.170
H 10.774 1.633 -5.516
H 5.171 -2.866 1.689
H 8.744 7.312 -10.664
H -15.236 -5.716 0.483
H 0.360 2.402 3.824
H 8.046 0.569 -1.978
H -3.497 2.575 1.790
H -3.602 -2.932 6.897
H 2.076 -4.768 0.924
H 0.336 2.557 -0.410
H 10.536 7.035 -8.961
H -4.526 -0.576 6.533
H 6.413 1.787 0.768
H 8.573 -0.351 -0.581
H -6.290 -2.411 -1.120
H 6.243 -0.900 -0.622
H -8.211 -1.391 1.971
H -1.781 0.793 3.519
H -0.856 3.641 4.004
H 0.152 0.834 -0.672
H 3.033 -5.024 2.939
H 2.415 3.451 0.361
H -1.491 3.523 1.723
H 13.120 -0.008 -2.953
H -2.607 -2.723 5.461
H 8.501 5.563 -10.714
H -4.885 -0.612 1.398
H 0.233 3.398 1.773
H 8.248 1.382 -0.439
H -10.709 -3.809 -1.034
H 10.804 3.272 -6.156
H -3.411 0.840 2.102
H -15.003 -3.293 1.000
H -6.065 -3.563 6.997
H -6.515 -1.671 2.224
H 10.966 6.169 -10.419
H -14.119 -3.676 -0.462
H -4.962 0.237 -0.158
H -7.101 -0.521 -0.454
H 4.365 -1.681 2.723
H -7.547 0.483 0.907
H -8.359 -5.901 0.367
H -11.135 -5.220 -0.066
H 12.380 3.125 -4.207
H -3.504 -0.440 5.118
H -1.639 1.420 0.715
H -0.483 0.691 1.822
H 9.416 3.204 -10.927
*
```

=====

# 2
Entry from OMol25: a cluster of 10 separate species, C44H74F2O16 in total at a distorted geometry (ωB97M-V/def2-TZVPD).

Properties
- SMILES: CCOC(C)=O.CCOC(C)=O.CCOC(C)=O.CCOC(C)=O.CCOC(C)=O.CCOC(C)=O.CCOC(C)=O.CCOC(C)=O.Fc1ccccc1.Fc1ccccc1
- M: 897.1 g/mol
- HOMO-LUMO gap: 9.856 eV

Geometry as ORCA input:
```
! RIJCOSX wB97M-V def2-TZVPD def2/J DEFGRID3
* xyz 0 1
F -5.665 -0.693 0.536
F -1.755 2.752 -9.706
O 3.218 4.765 2.095
O 1.114 3.911 1.850
O -0.698 0.142 -0.992
O -1.610 -2.539 -5.032
O -0.330 -2.071 -0.790
O -1.868 4.175 -0.463
O 1.019 -4.835 3.045
O -1.541 2.940 4.359
O 1.042 -2.773 3.869
O 4.367 -3.759 -0.260
O -2.351 1.212 3.137
O 0.166 -3.406 -4.008
O 2.803 0.763 4.022
O 4.369 -2.546 1.603
O -2.927 4.166 -2.421
O 5.025 0.711 3.970
C -0.556 0.743 4.697
C 1.052 -4.291 1.714
C 1.093 -3.969 4.050
C 1.250 4.053 0.468
C -2.624 3.046 0.030
C 1.721 2.774 -0.135
C -1.837 5.015 3.228
C -0.537 2.117 -6.325
C -2.735 3.002 -6.178
C -4.072 3.268 0.279
C -4.806 -1.668 0.992
C 0.309 -0.565 0.980
C 3.680 -1.058 4.989
C -1.620 2.526 -5.573
C -1.755 2.668 -8.316
C 1.960 4.023 4.076
C -1.046 -3.365 -4.131
C -2.703 -0.464 -2.456
C -0.735 -1.776 -5.868
C -2.256 4.744 -1.589
C 4.721 -3.532 1.006
C -0.600 2.158 -7.728
C 5.850 0.905 1.636
C 0.860 -5.447 0.787
C 5.680 -4.611 1.604
C -5.281 -3.019 0.992
C -2.574 3.907 3.879
C -3.095 -3.669 1.822
C -4.358 -3.973 1.383
C -0.273 -0.948 -0.330
C 5.123 1.625 2.833
C -1.813 6.136 -1.800
C 2.176 4.284 2.601
C 3.858 0.210 4.242
C 3.450 -2.801 -0.879
C -2.012 -4.121 -3.376
C 2.787 -3.423 -2.076
C -1.594 -1.215 -6.964
C -2.765 -2.349 1.839
C -1.210 -0.119 -2.349
C -1.638 1.622 3.985
C -3.553 -1.339 1.328
C -2.834 3.062 -7.558
C 1.208 -4.693 5.353
H 0.219 0.325 4.070
H 0.279 1.978 -8.354
H 2.668 2.519 0.359
H 4.527 -1.165 5.714
H -3.087 4.350 4.806
H -3.408 0.186 -1.894
H -2.465 5.890 2.925
H 1.008 2.046 0.070
H 1.130 -5.166 -0.271
H -2.251 6.917 -1.085
H 1.591 -6.224 1.113
H -0.962 0.816 -2.859
H -2.967 -1.502 -2.068
H 5.248 0.000 1.443
H -4.416 2.273 0.676
H 2.859 4.269 4.579
H 6.850 0.806 1.944
H 2.068 -3.919 1.586
H -4.642 -5.008 1.417
H 2.727 -1.030 5.479
H -3.640 3.526 -8.045
H -3.015 -0.232 -3.489
H 1.928 4.885 0.252
H 4.112 1.963 2.629
H 4.063 -1.904 -1.104
H 3.796 -1.869 4.186
H -1.308 4.701 2.337
H -1.944 6.518 -2.834
H -2.403 -4.398 2.360
H 5.510 -5.649 1.245
H 5.675 2.477 3.270
H 1.046 4.414 4.496
H -0.119 -5.844 0.885
H 0.742 -4.135 6.167
H 3.523 -3.803 -2.818
H 2.184 -2.689 -2.685
H -1.961 -3.714 -2.406
H -1.744 -5.174 -3.268
H -3.545 3.503 -5.621
H -0.874 -0.565 -7.548
H 5.758 1.589 0.694
H -2.432 2.275 -0.683
H -0.733 6.057 -1.569
H 0.324 -3.471 1.486
H 2.307 -4.903 5.510
H -0.627 -0.928 -2.854
H -2.016 -1.987 -7.612
H 1.838 2.836 -1.187
H 5.594 -4.705 2.713
H -1.146 5.437 4.015
H -3.334 3.352 3.279
H -2.088 2.731 0.940
H -1.513 2.386 -4.474
H 0.339 -1.429 1.626
H -1.822 -1.994 2.313
H -4.622 3.476 -0.599
H 6.726 -4.315 1.401
H 0.330 1.736 -5.822
H 0.004 -2.389 -6.292
H -2.425 -0.577 -6.564
H 2.077 -4.191 -1.808
H 1.328 -0.072 0.751
H -2.992 -3.966 -3.716
H -4.408 4.128 0.916
H -0.137 1.296 5.525
H -1.035 -0.127 5.091
H -6.225 -3.145 0.478
H 1.891 2.874 3.998
H -0.311 0.264 1.373
H 0.207 4.272 0.147
H 0.599 -5.610 5.293
H -0.239 -1.032 -5.290
H -3.309 -0.256 1.396
H 2.815 -2.375 -0.107
*
```

=====

# 3
Entry from OMol25: a cluster of 14 separate species, C44H80Cl8O30 in total at a distorted geometry (ωB97M-V/def2-TZVPD).

Properties
- M: 1372.7 g/mol
- HOMO-LUMO gap: 10.632 eV

Geometry as ORCA input:
```
! RIJCOSX wB97M-V def2-TZVPD def2/J DEFGRID3
* xyz 0 1
Cl -6.057 0.322 1.160
Cl 4.111 -0.113 2.281
Cl -3.555 -5.720 2.140
Cl -1.310 5.580 -2.920
Cl 7.133 0.957 2.270
Cl -3.100 -0.353 2.930
Cl -0.585 -3.220 2.600
Cl 1.571 5.406 -4.367
O -0.468 1.797 4.369
O -1.083 -0.874 7.481
O -0.911 -2.934 6.318
O -0.644 3.864 3.989
O -3.213 0.294 -2.265
O -3.153 2.880 -8.946
O 0.110 -0.464 -1.666
O -1.008 2.069 -8.410
O -3.737 6.727 0.122
O 0.493 1.785 -2.144
O 0.758 -8.723 -1.094
O 2.970 3.958 0.829
O -1.027 -7.698 -1.086
O -2.434 2.996 -6.753
O -2.111 -1.158 -3.696
O 3.999 5.652 1.992
O 2.573 6.054 0.277
O 2.447 -5.629 2.241
O 0.953 -1.635 6.969
O 3.460 -3.751 2.830
O 1.403 0.766 -0.388
O 0.037 2.440 2.249
O 3.891 -3.433 -1.066
O 4.182 -3.609 -3.184
O -2.690 -1.891 -1.696
O 0.600 -6.604 -1.901
O 4.794 -5.360 2.039
O -1.496 6.845 0.378
O 4.086 -1.493 -2.282
O -2.706 4.904 0.581
C -3.475 -7.421 -1.251
C 1.866 -2.702 6.805
C -2.252 2.663 -7.909
C -1.043 4.597 -4.257
C -4.604 1.397 1.176
C 4.636 1.270 1.256
C 0.454 -1.294 -0.580
C 3.453 -4.937 2.277
C 1.005 -0.330 0.453
C 5.762 2.075 1.927
C -1.886 -5.688 2.723
C -2.432 -0.629 7.183
C -1.586 4.015 0.250
C -3.521 -2.993 0.253
C 1.229 5.428 4.268
C 2.128 -8.792 -0.772
C -1.861 -0.215 -4.656
C 0.720 0.797 -1.519
C -2.716 -0.817 -2.531
C -2.584 6.217 0.422
C 0.031 1.790 -7.470
C 2.448 -2.639 5.381
C -0.021 5.335 -5.172
C -2.994 2.490 -10.308
C 0.065 0.482 4.164
C 4.773 -3.231 2.700
C -2.074 -6.948 -1.633
C 1.743 5.359 -0.633
C -3.756 1.219 2.448
C 3.710 -4.809 -1.435
C 0.160 -7.626 -1.459
C -0.357 -1.953 6.870
C 3.235 5.241 1.091
C -4.021 8.111 0.039
C -0.147 5.098 3.541
C -0.298 2.704 3.417
C 3.580 -4.834 -2.968
C -1.372 -4.460 3.611
C 4.098 -2.744 -2.171
C 2.160 3.878 -0.392
C -4.336 8.767 1.348
C -3.399 -1.669 -0.488
C 5.680 -4.414 2.516
C 1.269 1.706 -8.296
H -4.399 1.542 3.266
H -2.798 -1.080 6.261
H 4.944 -2.853 3.708
H -1.274 3.887 -0.786
H -3.963 -2.732 1.215
H -0.914 5.831 3.792
H -1.785 -5.897 -1.645
H -1.121 -0.657 -5.323
H -2.881 -0.898 0.082
H -0.391 6.356 -5.261
H -4.003 2.631 -10.695
H -3.144 8.505 -0.475
H 2.193 1.685 -7.717
H -5.022 2.396 1.049
H 4.007 -5.719 -3.440
H -3.660 -8.495 -1.281
H 1.770 -2.816 4.546
H 1.314 2.330 -9.188
H 1.566 6.463 4.314
H -0.093 -0.139 5.047
H -2.341 3.069 -10.960
H 2.542 -4.814 -3.299
H -3.607 -7.255 -0.182
H -4.843 8.337 -0.640
H -1.988 -6.642 3.240
H -2.725 0.421 7.181
H 0.678 5.437 -0.412
H -0.558 0.052 3.380
H 6.137 2.881 1.297
H -4.317 -3.445 -0.338
H 1.910 5.707 -1.653
H 4.805 -2.461 1.929
H 3.279 -3.344 5.333
H -2.078 -4.007 4.307
H 2.625 -2.571 7.577
H 1.482 -3.691 7.057
H 6.083 -4.615 3.509
H 0.102 5.153 2.481
H -1.223 -5.864 1.875
H 1.308 5.092 5.302
H 4.968 0.942 0.271
H 0.054 5.121 -6.239
H 2.924 -1.664 5.272
H 5.336 2.554 2.809
H -0.529 3.743 -3.817
H -4.145 1.191 0.209
H -1.786 2.965 0.460
H 1.173 3.417 -0.427
H -0.619 4.380 0.597
H 2.830 -8.218 -1.377
H -0.194 0.828 -7.009
H 1.119 0.636 3.937
H 3.738 1.877 1.144
H -4.281 -6.914 -1.781
H 2.008 4.966 3.661
H -2.069 -6.948 -2.723
H -1.392 0.663 -4.211
H 2.118 -8.316 0.208
H -4.804 9.729 1.137
H -3.354 8.879 1.807
H -3.065 -1.129 7.917
H -2.661 -3.660 0.184
H -0.647 -4.924 4.280
H -2.733 1.442 -10.453
H 4.557 -5.355 -1.022
H 1.300 -1.911 -0.883
H 6.389 -4.105 1.748
H 0.292 0.018 1.200
H 2.637 3.364 -1.227
H 1.368 0.711 -8.731
H 1.788 -0.739 1.092
H 2.397 -9.843 -0.887
H -2.768 0.003 -5.219
H -5.018 8.159 1.943
H -4.385 -1.212 -0.569
H -0.283 -2.064 -0.348
H -2.916 1.914 2.470
H 2.968 -5.250 -0.769
H 0.277 2.577 -6.756
H -1.961 4.276 -4.750
*
```